1.
The following is a DFT calculation (ωB97M-V with the def2-TZVPD basis set) of a structure of composition C45H95N6NiO8 in a non-equilibrium geometry.

```
! RIJCOSX wB97M-V def2-TZVPD def2/J DEFGRID3
* xyz 1 3
H 0.69 -6.91 -0.70
C 1.18 3.46 1.30
N 2.47 5.92 0.35
H -2.28 0.23 0.83
C 1.05 4.25 -4.63
C -4.84 -0.56 1.97
H -4.55 -1.55 2.31
C -2.72 -6.88 -1.99
H 3.43 1.01 -5.96
C -0.55 -5.48 -1.83
O 1.53 -0.42 0.76
C 0.72 -3.35 5.59
H -4.87 5.07 2.37
H -3.59 -5.63 4.90
H 3.19 5.47 -3.26
H -4.89 4.25 0.78
C 3.88 0.50 -3.40
H 2.73 3.04 -0.11
H 0.36 -4.70 -0.02
C -2.39 0.22 1.92
H -3.74 -6.93 -1.61
N -0.98 -5.02 -3.18
O 0.05 -4.22 -3.79
H 1.33 -6.37 -2.18
H -2.97 -6.08 3.26
C -2.51 3.50 1.81
C -3.86 0.57 3.89
H 1.99 3.01 -6.50
H -1.77 3.05 2.47
H 4.44 5.03 -4.27
H -2.15 1.75 4.37
H 0.74 2.49 1.07
H 4.73 5.04 2.59
O -0.08 -0.90 -0.62
C 2.82 3.66 -6.20
H 0.71 -3.76 -1.56
N 2.82 2.80 -3.80
H -4.74 -0.68 0.89
C -3.85 3.09 3.86
H -0.39 -2.12 3.16
C 0.76 6.45 2.04
C -0.75 -7.26 -4.54
H 0.60 -4.79 2.34
H 4.11 2.61 -7.46
H 0.40 7.79 -0.40
H 1.10 -6.39 5.40
H 5.52 3.45 -4.10
H -3.62 -5.64 -3.51
C 4.18 1.68 -5.53
H -3.51 1.78 0.08
Ni 1.14 1.28 -3.09
C 3.34 4.84 0.84
H 1.59 -6.16 3.86
H -3.27 3.98 4.11
C 2.66 3.48 0.89
O -4.44 1.75 0.38
N -4.33 1.81 1.78
H 4.49 4.71 -1.14
H -3.43 -2.59 4.32
C 0.00 -4.33 -0.97
H 0.42 4.12 -0.52
H 0.86 5.09 -5.30
C 3.99 1.91 -4.02
H -1.90 -4.52 1.94
C -2.07 -4.30 4.11
H -1.86 -2.25 4.92
H -0.77 -3.59 -0.77
H 0.82 5.82 2.92
H -3.33 -0.29 4.28
H -0.82 -7.61 -5.56
H -2.57 -5.90 -6.08
C -2.82 -6.38 -3.42
O 1.38 0.62 -1.14
H 1.24 7.41 2.27
H 2.99 4.81 2.99
H -0.28 6.80 2.13
H -5.96 3.77 2.11
C -2.62 -3.03 4.89
C 5.30 2.56 -3.50
H 2.77 4.53 -6.86
H 2.37 -5.13 5.10
H -3.43 2.04 5.56
H 3.76 6.33 2.46
H -2.39 3.25 0.75
H -2.14 -0.81 2.17
N 0.93 -0.25 -0.30
H -1.04 -5.05 -5.99
C 0.27 6.71 -0.49
C 0.37 -4.41 4.53
C 4.13 2.91 -6.41
H 1.02 3.67 2.36
H -4.09 -4.76 3.45
H 1.40 -2.58 5.24
C -3.23 1.85 4.50
C 1.01 5.94 0.62
O 2.48 3.00 -2.47
H -2.50 -4.90 -1.10
O 2.96 7.17 0.26
H 0.29 -6.97 -4.33
H -2.49 -4.30 -5.27
C 0.38 -6.68 -1.72
H 1.12 -3.76 6.52
H 0.13 -7.60 -2.25
H -2.58 -3.01 2.52
H 3.26 2.73 1.41
H 2.79 3.90 -2.26
H 5.31 5.51 0.17
C -3.24 -5.27 3.93
H -3.29 -7.21 -3.97
H 6.22 2.00 -3.66
H 4.35 -0.31 -3.96
C -4.96 4.12 1.85
C 3.70 5.25 2.29
H 0.46 3.41 -5.02
H -0.78 6.47 -0.58
C 2.55 3.96 -4.70
H -2.33 4.58 1.79
H -2.25 -7.85 -1.79
C -3.83 0.56 2.34
H 2.84 0.19 -3.19
H -4.89 0.55 4.26
H -1.71 -6.07 -0.16
H 4.26 0.42 -2.38
H -0.23 -2.87 5.86
C -1.97 -5.24 -5.45
H -1.59 0.88 2.27
H 0.79 -4.82 -4.00
C 0.43 4.52 0.50
H 2.67 7.59 1.10
H -0.64 4.48 0.73
N -0.94 -5.05 4.64
H 4.93 3.63 -6.22
H -5.83 -0.27 2.29
C 1.44 -5.57 4.76
C -0.39 -3.07 2.60
H 5.14 3.81 0.20
H 5.22 2.83 -2.45
H -2.95 -3.34 5.88
C -1.93 -5.83 -1.21
H -1.48 -6.36 5.88
C -1.78 -3.73 2.70
H -0.89 -8.05 -3.80
C -3.93 3.09 2.33
C -1.56 -5.97 -4.16
H 3.17 6.10 -4.90
C 4.59 4.72 -0.06
H 1.66 -3.50 3.04
C 3.36 5.21 -4.32
H 0.64 4.44 -3.63
O -1.12 -5.47 5.98
H 5.15 1.20 -5.60
H -0.22 -2.71 1.58
H 0.77 6.47 -1.44
H -4.85 3.37 4.19
C 0.70 -4.00 3.10
*
```

Summary:
HOMO-LUMO gap (alpha / beta), eV: 6.868 / 2.791
⟨S²⟩: 2.0070
HOMO (alpha / beta), eV: -9.46 / -9.46
LUMO level (alpha / beta), eV: -2.60 / -6.67
DFT total energy, eV: -114549.164

***

2.
The following is a DFT calculation (ωB97M-V with the def2-TZVPD basis set) of a cluster of 9 separate species, C45H96N2O20 in total in a non-equilibrium geometry.

```
! RIJCOSX wB97M-V def2-TZVPD def2/J DEFGRID3
* xyz 0 1
O 3.97 3.18 0.32
H 1.12 -4.53 -2.00
H -1.96 0.38 -3.50
H 2.23 -3.55 1.60
H -0.24 7.90 -6.91
O 2.91 -1.77 2.43
C 0.78 -2.78 2.99
C -1.08 -7.15 0.56
C -1.59 -7.41 6.47
H 4.60 4.54 -2.71
H -0.81 -9.36 9.83
O 1.90 6.25 -6.98
O 3.13 7.42 -3.59
H -1.06 -3.47 -2.71
O 4.02 3.22 3.26
C 0.40 5.59 -5.20
H -7.05 1.66 -6.13
H -10.11 1.38 -3.64
C -0.34 7.77 -4.88
H -4.45 3.50 -2.94
H -11.21 0.29 -4.51
H -2.37 -9.84 6.21
H 7.32 2.45 8.84
H 1.51 5.52 -2.84
H -5.20 -0.28 -0.21
H 3.69 7.36 -4.37
C -0.28 -7.05 2.79
O -3.17 1.91 -2.92
H 4.60 -2.89 1.97
O 1.25 -3.52 4.11
H -8.67 0.98 -5.81
H 2.71 4.50 1.30
H 6.28 3.89 8.98
C -10.47 3.41 -5.18
N 0.39 7.78 -6.12
O -0.60 -7.88 1.68
H 1.91 -7.70 1.06
O 5.48 2.23 8.00
C -0.41 6.36 -4.40
C -11.04 1.32 -4.21
O -0.84 -8.47 5.90
H 2.45 4.96 -1.49
H -3.76 0.03 -1.22
H -5.03 2.10 -0.98
H 5.06 1.75 2.21
H 0.30 -6.18 2.49
H 1.36 -3.10 -3.03
H -11.06 4.09 -5.80
C -0.22 3.64 -3.97
H 2.29 3.29 -3.18
H 3.10 4.21 6.71
O -0.72 8.74 -4.32
H 6.85 5.64 6.70
H 4.69 -1.86 3.42
H 1.77 6.59 -1.42
H 5.59 4.11 2.25
H 4.16 5.18 0.55
H -1.81 -4.67 -3.78
H 3.48 2.03 7.71
H 2.82 -6.17 1.04
H 5.97 2.46 10.00
C 4.12 3.84 6.78
C 3.47 6.34 -2.72
C -1.14 5.81 -3.35
H -1.88 -10.53 9.03
C -1.21 -2.88 -4.78
H -1.18 -3.34 -5.77
H 2.04 2.62 -0.20
H -2.15 -9.30 4.52
C 1.27 -4.18 -3.03
C 0.01 -6.93 -0.47
C 4.21 5.23 -3.46
C -1.01 -3.93 -3.71
H 3.78 2.55 -3.82
H -10.60 3.71 -4.13
H -1.49 -6.19 0.88
C -2.88 0.86 -3.83
C 2.19 -6.84 0.45
C 2.89 2.26 0.38
H 2.19 -4.61 -3.41
H -2.20 -2.43 -4.65
H 1.42 -2.07 1.09
H 6.02 5.11 5.22
C -9.02 3.51 -5.58
C 2.16 2.56 -5.18
H -2.73 1.27 -4.83
O -8.18 2.71 -4.76
H -3.68 0.11 -3.85
H 5.06 5.66 -3.98
H 0.37 -1.82 3.31
H 3.88 4.47 -5.31
H -7.39 0.84 -4.59
H 2.77 -7.19 -0.42
C 1.85 -2.58 1.95
C 0.52 4.21 -5.01
O -0.25 -1.84 -4.68
H 3.76 -3.37 3.47
H 4.16 6.70 -1.96
C 1.02 6.49 -6.23
C 4.04 -2.52 2.84
H -4.81 -1.35 -1.58
H -11.88 1.64 -3.57
H 0.47 -1.69 -6.62
C -4.79 -0.31 -1.23
H -8.69 4.55 -5.46
O 4.97 4.96 7.00
H -1.15 -6.47 6.13
H 2.83 2.19 -5.95
H -0.53 -7.38 8.34
C -1.63 -9.55 5.46
C -4.50 2.41 -3.04
H -0.55 -9.80 8.12
O 0.21 -4.63 -3.87
H -1.61 3.98 -2.37
C 4.20 2.83 7.91
C 4.80 2.04 3.23
H 5.72 2.17 3.81
O 1.06 -6.11 0.03
H -1.78 6.43 -2.75
H 0.30 -7.64 3.50
H 1.60 1.69 -4.83
C -5.41 1.85 -1.98
O 1.33 3.51 -5.84
H -0.17 2.58 -3.80
C 3.77 4.33 1.12
H 6.66 3.91 6.38
C -1.30 -9.62 8.89
H 2.57 2.07 1.41
H 4.36 3.36 5.82
H -2.10 -6.57 8.36
C 2.20 5.84 -2.07
C -1.03 4.43 -3.16
H -0.04 -3.36 2.54
C 0.81 -1.97 -5.62
H 3.93 3.31 8.85
H -0.43 -6.42 -1.34
H 1.60 -1.30 -5.31
H 0.41 -7.89 -0.81
H -1.20 -6.72 3.29
H -0.97 -10.39 5.27
O -2.20 -8.59 8.50
C 6.30 2.80 9.01
H 2.15 -3.31 5.92
H 4.21 1.24 3.68
C 2.94 3.20 -4.05
H 0.65 -2.37 5.73
C -7.81 1.49 -5.36
C 4.52 4.25 2.43
H -4.90 2.19 -4.04
C -1.56 -7.44 7.98
O -5.59 0.45 -2.11
H 3.23 1.32 -0.05
H 1.20 -2.99 -5.65
N 3.35 4.54 -4.44
H -1.88 -7.73 0.11
O -10.99 2.10 -5.39
H -6.40 2.32 -2.08
H -8.89 3.24 -6.63
C 1.57 -2.70 5.22
C 6.19 4.89 6.28
H -2.63 -7.44 6.11
H 2.16 -1.83 4.93
H 4.39 5.19 2.97
*
```

Summary:
HOMO-LUMO gap, eV: 9.068
Structure (SMILES): C[C@H](O)CNCCOc1cccc2c1C(=O)NC2=O.COCCOC.COCCOC.COCCOC.COCCOC.COCCOC.COCCOC.COCCOC.COCCOC
HOMO, eV: -8.91
LUMO level, eV: 0.16
Relative energy (zero: lowest compared OMol25 entry of this formula, charge and spin), eV: 0.000
DFT total energy, eV: -92141.893

***

3.
The following is a DFT calculation (ωB97M-V with the def2-TZVPD basis set) of a cluster of 5 separate species, C46H101FN2O23P5S in total in a non-equilibrium geometry.

```
! RIJCOSX wB97M-V def2-TZVPD def2/J DEFGRID3
* xyz 1 1
H 5.92 -5.63 4.09
H 0.00 -1.72 -1.14
O 7.65 0.19 1.11
O -1.86 2.08 -4.20
C -8.66 -1.72 -6.60
H 5.05 0.40 0.65
O -6.75 2.36 4.06
C -0.40 4.92 -2.39
H -9.06 2.60 -8.26
H -0.89 7.00 -2.12
H -4.10 1.09 -0.32
C -9.15 1.73 -7.60
H -2.36 1.10 -0.30
C 4.70 -10.24 4.58
H -0.29 0.75 4.73
H 5.44 -1.31 0.57
H 4.24 -5.32 3.67
H 6.49 0.49 2.81
H 8.42 -6.28 1.73
H -2.22 -0.05 -5.88
F -6.47 2.08 1.30
H -7.79 -0.90 -1.41
H -1.72 1.31 6.09
C -1.65 3.77 6.32
H -0.61 2.52 7.71
C -1.20 3.45 7.76
C 10.44 3.51 1.74
H 6.44 -6.04 0.13
P -1.56 3.66 -4.43
C 0.96 -2.49 0.67
C 5.65 -4.41 2.33
H 11.25 4.23 1.60
H -3.44 1.17 6.30
C 1.31 0.58 -0.46
H -2.04 -1.10 -0.23
O -0.10 3.60 -5.17
H -2.15 -2.55 -1.97
H 4.99 -4.35 1.46
C 8.62 4.03 -1.72
O -6.78 0.94 -4.48
C -1.34 6.10 -2.54
H 0.82 -3.58 0.68
H 7.15 -7.29 -0.86
H 0.21 2.33 1.22
C 0.26 4.55 -6.17
H -9.51 2.94 -5.87
H -2.93 4.28 8.72
H 0.85 4.01 -6.92
H -0.22 4.74 -1.32
H -3.38 -1.43 0.83
O 5.09 -6.77 2.54
P -5.71 1.47 4.89
S -5.93 0.66 1.60
C 8.45 -6.63 0.69
H -3.89 2.22 -4.66
P -7.95 0.05 -4.74
H -10.16 1.33 -7.70
O -8.68 -1.33 -5.22
H 2.48 0.33 1.32
C -7.27 -1.70 -7.20
C -4.30 0.95 2.36
H 1.47 6.33 -6.38
H -0.82 3.53 5.64
H 2.91 -0.92 -0.55
C 1.01 -1.97 -0.78
H -1.85 4.83 6.21
C -4.66 -2.67 -0.92
O -8.46 -0.28 -3.23
O -6.28 0.19 5.30
C -1.88 1.25 3.35
N -1.97 1.02 2.06
H -6.61 -2.38 -6.65
C 6.63 -0.23 2.00
H 8.93 -5.85 0.09
C -2.91 0.80 -5.97
H -1.92 3.27 9.76
H 9.08 -7.52 0.66
H 2.49 -3.34 3.03
C 1.10 5.68 -5.59
O -2.84 3.09 5.93
H 10.65 2.66 -0.24
H 5.60 -11.25 2.91
H 6.79 3.69 -0.63
H 0.51 6.29 -4.90
H -2.48 1.48 -6.70
C -7.87 1.25 -1.45
H 9.16 4.40 -0.84
C 0.55 0.80 2.78
O -5.36 2.33 6.16
H -5.77 3.20 6.15
C 5.71 -10.30 3.44
O -2.53 4.00 -5.50
H 9.49 4.02 1.57
P 8.02 1.77 0.93
C 10.61 2.33 0.80
H 6.96 -1.16 2.46
C -2.67 1.70 5.73
H 1.63 2.59 2.31
O 7.92 1.93 -0.69
C -2.87 -1.88 -2.44
H -8.86 1.25 -1.00
H 4.95 -10.96 5.35
C 2.01 1.17 0.79
C -3.83 -1.41 -1.35
H 2.63 -1.59 3.26
O 6.79 2.42 1.46
C 7.07 -6.93 0.16
H 3.70 -10.46 4.21
H 0.57 5.11 -2.84
O 9.59 1.34 0.95
O 6.84 -7.87 3.92
H 0.19 -0.12 2.32
H 0.08 -2.05 1.16
O 2.16 -2.21 1.35
C 7.47 3.14 -1.30
H -6.55 -0.17 -2.42
H -1.57 6.29 -3.59
H -4.58 -0.70 -1.71
O 5.46 -9.26 2.49
O -9.13 1.04 -5.27
H -2.29 5.91 -2.03
H -7.57 1.84 4.11
C -2.35 3.35 8.76
H 6.66 -4.57 1.97
O -6.81 0.06 2.52
H -0.61 4.96 -6.68
H -3.36 0.74 -3.87
O -5.88 -0.15 0.44
C 1.03 1.85 1.77
H 4.52 -0.68 1.95
H -2.33 -1.03 -2.86
C 1.92 -0.75 -0.97
C -0.44 1.36 3.84
H -0.15 2.40 3.99
H -7.30 -2.01 -8.24
H 6.73 -10.26 3.81
N -3.21 0.88 1.63
H 1.01 -2.35 3.07
H 2.82 1.84 0.48
C 5.33 -0.47 1.26
H -3.97 -3.51 -0.82
H -2.97 2.48 8.58
H 1.42 1.32 -1.26
C -3.09 1.48 -4.63
H 10.46 3.17 2.78
H 6.89 2.85 -2.18
C 2.06 -2.37 2.76
H 1.36 -2.80 -1.40
H 0.25 0.42 -0.20
H -0.49 4.23 8.04
H 1.95 5.28 -5.03
H -3.39 -2.45 -3.21
H -7.14 1.44 -0.67
H 8.26 4.89 -2.28
H -6.83 -0.70 -7.15
H 9.33 3.47 -2.33
P 6.31 -7.88 2.53
H -7.83 2.47 -6.07
H -9.35 -1.09 -7.17
H 4.67 -9.25 5.02
C -3.23 0.63 0.16
H -3.87 0.44 -6.34
H -9.06 -2.73 -6.64
H -7.85 2.07 -2.16
H 1.44 0.51 3.35
C -7.60 -0.09 -2.12
H -8.46 0.97 -7.95
H 5.62 -3.45 2.86
H 11.56 1.84 1.01
C 5.22 -5.54 3.25
C -3.11 -0.90 -0.09
C -8.86 2.12 -6.17
C -2.95 1.40 4.26
C -4.26 1.25 3.75
H 2.06 -0.65 -2.05
H -5.05 -2.50 0.09
O 6.40 -7.96 0.90
O -0.95 3.70 -2.91
H -5.49 -2.87 -1.60
*
```

Summary:
HOMO-LUMO gap, eV: 6.318
HOMO, eV: -11.27
LUMO level, eV: -4.95
DFT total energy, eV: -159407.490

***

What is the DFT total energy in the second record? -92141.893 eV